Model w:
An isolated ion of composition C3H9N4 and charge +1, computed with wB97M-V/def2-TZVPD.

Element x y z (Å)
N1 2.1735 0.4578 0.0215
C1 1.0960 -0.3838 -0.4556
N2 -0.0206 -0.0805 0.4234
C2 -1.3378 -1.1349 0.1939
N3 -2.2632 -0.2456 -0.2590
C3 -1.9830 0.9869 -0.1853
N4 -0.6968 1.1378 0.1798
H1 2.9287 0.6425 -0.6247
H2 2.5424 0.0508 0.8397
H3 1.2952 -1.4673 -0.5543
H4 0.9583 -0.1448 -1.5772
H5 0.2938 -0.0719 1.4397
H6 -1.3613 -1.5840 1.2479
H7 -1.0363 -1.8665 -0.6186
H8 -2.6634 1.8158 -0.4421
H9 0.0743 1.8879 0.3708

The frontier orbital gap is 10.65 eV. The value obtained for the HOMO energy is -14.0087 eV. The calculation puts the LUMO energy at -3.36 eV. The structure (SMILES) is NC[N@@H+]1CN=CN1. Its net charge is +1.

---

Model x:
C3H9N4 as an isolated structure, computed with wB97M-V/def2-TZVPD.

Element x y z (Å)
C1 -0.9097 -0.1277 0.0353
C2 0.4409 -0.7088 0.2859
C3 -1.6940 0.7288 0.9520
N1 2.0479 -1.1206 1.9032
N2 1.0784 -0.4719 1.5525
N3 0.3306 0.4168 -0.4769
N4 0.6824 0.3549 -2.2245
H1 -1.4138 -0.6758 -0.8318
H2 0.7566 -1.6997 0.0534
H3 -1.1155 1.6063 1.4632
H4 -2.2561 0.0160 1.6035
H5 -2.5274 1.3616 0.3423
H6 2.4303 -1.0532 2.8486
H7 -0.0294 1.0492 -2.4642
H8 0.5185 -0.5765 -2.6608
H9 1.6604 0.9006 -2.3815

The frontier orbital gap is 7.37 eV. The value obtained for the HOMO energy is -12.5241 eV. The calculation puts the LUMO energy at -5.15 eV. Its net charge is +1.

---

Model y:
An isolated ion of composition C3H9N4 and charge +1, computed with wB97M-V/def2-TZVPD.

Element x y z (Å)
N1 -0.3928 -1.4010 1.2360
C1 -0.4778 -0.5619 0.0700
C2 0.1329 -0.9685 -1.3372
C3 1.1662 0.1574 -1.5124
N2 1.1713 1.1124 -0.6546
N3 0.3533 0.6835 0.4014
N4 -0.3973 1.7968 1.0124
H1 -1.1318 -2.0323 1.4936
H2 0.4757 -1.8958 1.3934
H3 -1.5343 -0.2762 -0.0176
H4 -0.4488 -1.2200 -2.2879
H5 0.8898 -1.7955 -1.3653
H6 1.8596 0.0592 -2.2601
H7 -0.8020 1.3531 1.8575
H8 -1.1870 2.4505 0.6085
H9 0.3228 2.5384 1.3623

The frontier orbital gap is 9.90 eV. The value obtained for the HOMO energy is -13.6094 eV. The calculation puts the LUMO energy at -3.71 eV. The structure (SMILES) is N[C@@H]1CC=NN1[NH3+]. Its net charge is +1.

---

Of them, model w has the highest stability.

---

Model w:
An isolated ion of composition C3H9N4 and charge +1, computed with wB97M-V/def2-TZVPD.

Element x y z (Å)
C1 1.1732 -1.2754 -0.5228
C2 1.3373 -0.3825 0.5223
C3 0.5795 0.7829 0.4972
N1 0.6991 1.8645 1.2982
N2 -0.4478 0.7797 -0.3833
N3 -0.8600 -0.5052 -0.7112
N4 -2.2342 -0.8080 -0.3807
H1 1.1169 -1.0037 -1.5903
H2 1.7573 -2.2217 -0.6144
H3 1.9562 -0.5812 1.3852
H4 1.6264 2.1795 1.6192
H5 0.1490 2.6705 1.1290
H6 -1.1439 1.5439 -0.4856
H7 -0.8396 -0.4112 -1.7211
H8 -2.3594 -0.9173 0.6294
H9 -2.5099 -1.7149 -0.6712

The frontier orbital gap is 8.35 eV. The value obtained for the HOMO energy is -12.9376 eV. The calculation puts the LUMO energy at -4.59 eV. The structure (SMILES) is C=CC(=[NH2+])NNN. Its net charge is +1.

---

Model x:
An isolated ion of composition C3H9N4 and charge +1, computed with wB97M-V/def2-TZVPD.

Element x y z (Å)
N1 -1.0295 0.5472 1.6378
C1 -0.5797 -0.7323 1.3033
N2 0.3766 -0.6464 -0.0556
C2 1.1547 0.6947 -0.2596
N3 0.9561 0.9963 -1.6096
C3 0.0237 0.3159 -2.0948
N4 -0.4997 -0.6741 -1.1556
H1 -0.3161 1.2643 1.8609
H2 -1.8047 0.8885 1.3460
H3 -1.3757 -1.3391 0.9476
H4 -0.0066 -1.1318 2.1434
H5 1.1831 -1.2358 -0.0330
H6 2.1493 0.5950 0.2406
H7 0.7422 1.4842 0.4088
H8 -0.3744 0.5412 -3.0328
H9 -0.5995 -1.5677 -1.6474

The frontier orbital gap is 11.42 eV. The value obtained for the HOMO energy is -14.6515 eV. The calculation puts the LUMO energy at -3.23 eV. The structure (SMILES) is NC[N@@H+]1CN=CN1. Its net charge is +1.

---

Model y:
A 2-piece molecular cluster, C3H9N4 overall, computed with wB97M-V/def2-TZVPD.

Element x y z (Å)
C1 -1.8746 0.3048 -0.2465
C2 -1.3468 -0.8874 0.5245
C3 0.0196 1.0857 -1.5062
N1 -1.1219 0.9635 -0.9454
N2 1.2102 -0.4770 -0.4332
N3 2.3531 -0.1905 0.0007
N4 -0.0781 -0.6247 1.2396
H1 -2.8677 0.6141 -0.2300
H2 -2.0428 -1.0661 1.3794
H3 -1.1155 -1.7193 -0.1982
H4 0.2795 1.0815 -2.5210
H5 0.4859 2.0327 -1.1597
H6 2.7938 0.7342 0.1715
H7 2.8908 -0.7676 0.6145
H8 -0.0757 0.2805 1.6341
H9 0.4901 -1.3643 1.6760

The frontier orbital gap (spin up / spin down) is 9.08 / 9.08 eV. The value obtained for the HOMO energy (spin up / spin down) is -12.9261 / -12.9257 eV. The calculation puts the LUMO energy (spin up / spin down) at -3.85 / -3.85 eV. Its net charge is +1.

---

Of them, model x has the highest stability.